Density functional theory data (ωB97M-V/def2-TZVPD) for a molecular structure, C30H72F9O15Y.

The geometry in XYZ format:
```
127
Properties=species:S:1:pos:R:3:forces:R:3:mulliken_charge:R:1
Y 14.9671 10.5402 20.6892 -0.3979 -0.2377 0.7048 -1.7409
C 17.2372 9.2710 23.1622 -1.4581 1.6743 -2.1216 -0.4447
O 17.3109 10.6473 23.6106 0.2547 -0.8241 0.4557 0.0112
O 16.6678 9.3534 21.8483 1.7330 -0.8869 2.4526 0.8682
C 18.6784 8.5808 23.4109 -0.6637 -0.1990 -0.4766 0.3698
F 18.8735 8.2569 24.6797 -0.7941 0.0984 1.4705 -0.3218
F 18.8352 7.3694 22.7884 -0.3023 0.6044 -0.7594 -0.2647
F 19.7215 9.3446 23.1285 0.2428 0.5338 -1.0591 -0.2472
C 17.2623 10.9192 25.0076 0.3378 0.3745 0.4835 -0.2720
C 16.8806 12.3742 25.1417 0.0148 0.1674 -0.4611 -0.9143
H 15.9606 12.5072 24.5725 -0.1118 0.1881 0.0496 -0.1078
H 16.6987 12.7003 26.1657 0.1049 -0.1726 0.0142 0.4623
H 17.6579 12.9984 24.7008 0.0005 0.1781 0.0578 0.2648
H 18.2324 10.7245 25.4648 0.1733 -0.0575 0.0482 0.3317
H 16.5286 10.3619 25.5899 -0.2429 -0.6483 -0.4733 0.1086
H 16.5689 8.7806 23.8700 -0.1021 -0.5302 0.0930 0.1168
C 12.7632 12.3636 22.9255 0.6353 -3.7849 -1.7104 -0.3421
O 12.2121 12.9770 21.7616 0.0434 0.7882 0.6010 -0.3383
O 13.8105 11.5051 22.5026 -0.3183 2.0973 0.6665 -0.4653
C 12.9050 13.3619 24.0833 0.3872 1.3108 0.3800 0.3918
F 11.6667 13.7689 24.5245 0.5115 -0.2568 -0.7847 -0.3204
F 13.4934 12.8724 25.1746 0.1949 -0.7838 -0.0309 -0.1686
F 13.6001 14.4866 23.7958 -0.2910 -0.2166 -0.4140 -0.2816
C 10.8079 13.0284 21.5536 -0.1973 0.6675 -1.0582 0.0721
C 10.6146 13.9500 20.3504 -0.1948 -0.1920 0.0351 -1.1835
H 9.5751 13.9264 20.0233 -0.1203 0.1476 0.1425 0.4479
H 10.9085 14.9800 20.5526 0.0245 -0.0440 0.0178 0.3473
H 11.1777 13.5565 19.5041 0.2358 0.0704 -0.0092 0.0344
H 10.2184 13.3977 22.3929 0.3497 -0.0449 0.3126 0.4337
H 10.3909 12.0778 21.2211 0.2770 -0.5438 0.4407 -0.1674
H 12.0398 11.6447 23.3102 -0.7856 0.1697 0.3566 0.0410
C 12.0033 9.8287 18.6344 2.1515 2.5881 2.0254 -0.5145
O 11.5333 9.2252 19.8628 -0.9636 -0.2750 -1.1051 -0.6839
O 13.3158 10.2765 18.9141 -1.1075 -1.3758 -0.5626 -0.1121
C 11.7968 8.8972 17.4298 -0.1839 0.4213 1.2125 0.3127
F 12.3732 9.3114 16.3274 0.9100 0.6025 -0.8577 -0.2350
F 12.2698 7.7228 17.7567 0.5909 -1.7820 -0.0472 -0.1973
F 10.5023 8.7257 17.1044 -0.6029 0.1548 0.3145 -0.3332
C 10.1280 9.2159 20.1268 -0.0633 -1.1725 1.7092 -0.7075
C 10.0058 8.6485 21.5875 -0.3749 1.3124 -0.8483 -0.5736
H 10.4063 9.4290 22.2345 0.6866 -0.3697 0.2350 -0.0645
H 8.9731 8.6103 21.9340 -0.2168 -0.3495 -0.4233 0.4450
H 10.4778 7.6714 21.6899 0.0220 0.2542 0.0846 0.1669
H 9.5507 8.5646 19.4705 0.2678 0.0581 -0.3926 0.2976
H 9.6911 10.2144 20.1120 0.1664 0.2010 -0.2445 0.3275
H 11.4144 10.7338 18.4858 -0.6483 0.0584 -0.3395 0.1462
C 13.0354 6.4253 21.3176 0.2297 -0.5720 0.3482 -1.1533
C 13.2970 7.6191 22.2202 0.9478 -0.7368 -0.1543 0.3680
O 13.5669 8.7730 21.4400 -0.0330 -0.3357 0.8882 2.1750
H 13.8543 6.2360 20.6236 0.0217 0.3126 -0.0702 -0.2951
H 12.0966 6.4718 20.7657 0.0423 0.2107 -0.0518 0.2561
H 12.9929 5.5425 21.9556 -0.1887 -0.1741 0.0751 0.5300
H 14.1807 7.4288 22.8293 0.0756 0.0304 -0.0375 0.1275
H 12.4635 7.7257 22.9144 -0.1352 0.5048 -0.0623 0.2448
H 12.8005 8.7928 20.8622 -0.5968 0.7531 -0.9260 -0.6056
C 20.9237 8.6825 18.8413 0.6512 -0.5334 -0.2176 -1.5116
C 20.1024 9.3179 19.9293 0.5764 -1.0715 0.7065 0.6294
O 19.4099 10.3895 19.4071 -0.5040 1.3796 -0.8272 -0.4039
H 20.3662 8.4655 17.9301 -0.2956 -0.1441 0.1939 0.2961
H 21.4417 7.7825 19.1727 -0.1766 -0.1350 0.0575 0.4316
H 21.7272 9.3518 18.5340 0.0767 0.2839 0.0295 0.4119
H 20.7586 9.7107 20.7059 0.1176 -0.3758 0.3503 0.2844
H 19.3532 8.6744 20.3905 0.1687 -0.2326 -0.0637 -0.3342
H 20.0993 10.9196 19.0007 -0.3468 0.5888 -0.2916 0.2055
C 18.8537 12.5927 21.7172 0.7633 -0.2406 -1.0135 -1.1586
C 17.5807 13.1617 21.1021 0.4317 -0.3444 -0.1838 0.0241
O 16.5355 12.3383 21.5681 -0.6723 0.5700 -0.0839 1.3042
H 19.0127 12.6486 22.7941 -0.3443 0.7144 -0.0169 0.1737
H 19.7177 12.9747 21.1734 0.2500 0.2382 0.2751 0.4778
H 18.8650 11.5161 21.5471 -0.1908 0.0228 -0.2279 -0.0588
H 17.5623 13.1185 20.0131 0.4218 -0.5125 -0.0395 -0.0712
H 17.3905 14.2212 21.2736 0.0306 0.1557 0.6896 0.3144
H 16.7625 12.2388 22.4956 -0.5660 -0.8052 0.4508 -0.8179
C 13.4636 9.0185 25.2565 0.8757 1.4501 -0.9712 -0.4196
C 13.6641 9.7097 26.6131 -0.8257 -1.5134 -1.5742 -0.1638
O 12.6409 9.1356 27.3754 -0.4546 -0.0752 2.1667 -0.5971
H 13.3454 7.9355 25.2227 0.3815 0.0369 0.7024 0.4316
H 14.2701 9.3361 24.5956 0.0793 -0.2111 -0.4208 -0.2745
H 12.5642 9.4153 24.7855 -0.1884 0.1618 -0.0265 0.2559
H 13.5440 10.7906 26.5399 0.2749 0.0553 -0.1006 0.0822
H 14.6383 9.4453 27.0243 -0.1769 0.0526 0.3450 0.3223
H 11.7934 9.3082 26.9589 0.0682 0.1005 -0.0913 0.3294
C 17.2401 11.9838 17.2275 0.7928 1.8695 -0.8321 -1.3401
C 16.6868 10.7080 17.7132 0.3183 -0.5660 0.0801 1.0147
O 16.8339 10.7192 19.1448 -1.9388 0.0268 -0.4907 2.2942
H 17.6325 11.9875 16.2105 -0.4889 -0.2706 -0.3164 0.4748
H 18.1248 12.2882 17.7867 0.0375 -0.2312 0.3839 0.1291
H 16.5456 12.8180 17.3265 -0.1384 -0.0461 -0.0798 0.1054
H 17.2374 9.8916 17.2458 0.1789 -0.3081 0.4193 0.0913
H 15.6528 10.5463 17.4085 -0.1952 0.1779 0.5009 -0.6448
H 17.7364 10.4626 19.3478 0.6752 -0.0568 0.3214 -0.8468
C 17.6403 4.3166 22.0669 -1.0967 -1.1298 0.9730 -1.3062
C 16.4314 5.2668 22.0503 1.4964 -0.3890 0.1797 -0.1123
O 16.7654 6.2339 21.0998 -0.7956 0.9794 -1.3886 -0.2852
H 17.9348 4.0161 21.0613 -0.0059 0.4391 -0.0576 0.2737
H 17.2955 3.3900 22.5258 0.2057 -0.2757 0.2870 0.4218
H 18.4936 4.6554 22.6544 -0.0671 0.2959 -0.2258 0.2862
H 16.2261 5.7605 23.0001 0.1937 -0.1820 0.3632 0.2312
H 15.5123 4.7373 21.7992 0.0855 0.1180 -0.5033 0.3803
H 17.3670 6.8782 21.4799 -0.0118 0.1499 0.2601 -0.2570
C 14.6128 15.1339 20.5034 1.0145 0.9739 -0.5758 -1.4647
C 14.8367 14.0662 19.3993 -0.7307 1.2542 1.7374 0.3534
O 14.3351 12.8755 19.9860 0.7266 -0.5409 -1.3265 2.5828
H 15.0199 16.0815 20.1506 0.0391 0.2352 -0.0530 0.4194
H 15.1625 14.9064 21.4167 0.0789 -0.3807 -0.1182 0.1330
H 13.6012 15.3668 20.8359 -0.3032 -0.5279 -0.4530 0.2395
H 15.8975 14.0510 19.1495 -0.1185 -0.5433 0.1277 0.1305
H 14.2865 14.3252 18.4947 -0.0931 -0.0654 -0.1560 0.0682
H 13.5494 13.1948 20.4357 -0.6728 -0.7149 0.7015 -1.0627
C 16.4038 6.8780 17.5438 0.5053 0.3302 0.0258 -1.5284
C 15.2448 7.5739 18.1953 -0.6301 0.1207 0.2697 0.0933
O 15.6307 8.2271 19.4175 -0.0886 0.0718 -1.1085 1.6413
H 16.8721 6.1945 18.2520 0.0138 -0.2176 -0.0987 0.2916
H 17.1450 7.6310 17.2760 0.1981 -0.0539 -0.1128 0.1674
H 16.1097 6.3535 16.6346 -0.0546 -0.0863 0.0917 0.3918
H 14.4751 6.8438 18.4454 -0.2072 -0.0216 -0.1327 0.4323
H 14.8090 8.3119 17.5218 -0.0529 0.0781 0.2174 -0.0022
H 16.1761 7.5559 19.8342 0.1172 -0.0200 1.0399 -0.6599
C 13.5600 12.7814 15.9710 0.7253 -1.2580 -0.8030 -0.5840
C 12.2040 12.9820 16.5600 0.6779 -0.7043 0.4891 0.2611
O 11.8968 14.3052 16.3314 -1.2338 1.9928 0.1594 -0.6005
H 13.9165 11.7609 16.1109 0.0984 -0.1094 0.1194 0.0180
H 14.2886 13.4628 16.4104 -0.0782 0.0282 0.1607 0.1083
H 13.5610 12.9710 14.8976 -0.1154 0.0864 -0.0507 0.4269
H 12.2840 12.7626 17.6247 -0.2342 -0.1465 0.2953 -0.3850
H 11.3923 12.3775 16.1553 0.2544 -0.1887 -0.2392 0.4302
H 12.3059 14.8224 17.0290 -0.0462 0.2245 -0.0921 0.3823
```
Positions in Å, forces in eV/Å.

Values from the calculation:
**HOMO level**: -8.722 eV
**Energy relative to the best compared isomer or geometry (same formula, charge and spin)**: 0.000 eV
**E**: -3252.0580 hartree
**Orbital gap**: 9.013 eV